ORCA calculation (ωB97M-V/def2-TZVPD) on a structure of composition C37H37ClGe2MoN3O5S3.

```
89
Properties=species:S:1:pos:R:3:forces:R:3
Mo -0.64132 -0.07080 0.52699 0.849 0.941 -0.983
S 2.29262 -2.91761 -2.78840 -0.031 0.090 0.098
C 3.04407 -2.04908 -1.75256 0.086 -0.212 -0.052
S 0.56797 0.29849 -1.46800 -0.632 -0.616 0.489
S 3.83045 -1.20213 -0.71974 0.068 0.105 -0.027
C -2.10158 0.47390 3.30960 0.018 0.146 0.122
N -1.89325 -0.66926 2.40576 0.255 -0.172 0.139
C -1.27414 -1.76379 3.17283 -0.007 -0.162 0.194
C -3.19508 -1.12602 1.87228 -0.098 -0.097 -0.169
C -2.99286 -1.96963 0.64355 0.072 0.087 0.100
C -3.86545 -3.00224 0.33335 -0.058 -0.019 -0.058
C -3.71675 -3.70007 -0.85708 0.032 -0.053 -0.007
C -2.68492 -3.35954 -1.72181 -0.041 -0.002 0.036
C -1.80708 -2.33935 -1.38878 0.272 0.199 -0.102
C -1.92151 -1.60817 -0.19453 -0.486 -0.401 0.167
H -2.71233 0.18312 4.17131 -0.012 -0.061 -0.039
H -2.60214 1.28398 2.78300 0.027 -0.011 -0.030
H -1.14296 0.84206 3.67159 -0.010 -0.029 -0.009
H -1.92823 -2.08482 3.99256 -0.043 0.060 -0.031
H -0.33288 -1.43048 3.60879 0.006 0.025 -0.077
H -1.08997 -2.62223 2.52879 -0.046 0.063 0.036
H -3.76877 -0.24020 1.58592 0.022 0.029 0.113
H -3.76063 -1.65824 2.64656 0.021 0.053 0.042
H -4.67549 -3.25625 1.00839 0.021 0.010 0.031
H -4.39274 -4.50860 -1.10446 -0.023 0.019 0.002
H -2.55905 -3.89150 -2.65751 -0.001 0.006 0.001
H -1.00698 -2.08691 -2.07852 0.011 -0.054 0.008
O 3.72984 1.57578 4.18662 0.428 -0.139 0.341
C 3.77494 0.26639 4.14841 0.009 0.036 0.082
O 4.49829 -0.38000 4.86373 -0.011 -0.057 -0.053
C 2.87653 -0.41637 3.15071 0.084 -0.076 -0.035
C 2.90042 -1.77090 2.87919 -0.224 0.093 0.137
Cl 3.79541 -2.94303 3.71373 -0.050 -0.070 -0.031
N 1.96652 -2.05178 1.92774 0.227 0.306 0.137
N 1.29714 -0.90770 1.59135 0.506 -0.081 0.165
C 1.85603 0.06729 2.31498 0.003 -0.292 0.008
C 1.31650 1.46243 2.20720 0.218 0.053 0.133
O 1.91306 2.38960 2.75141 -0.454 0.088 -0.412
O 0.23807 1.58297 1.54729 -0.730 -0.405 0.102
C 1.79030 -3.29920 1.24317 -0.224 -0.411 -0.197
C 2.82180 -4.23057 1.12907 0.037 0.260 -0.090
C 2.59648 -5.42808 0.47193 0.067 -0.051 0.004
C 1.36398 -5.71516 -0.09080 -0.072 0.045 -0.037
C 0.35065 -4.77671 -0.00092 0.001 -0.071 -0.052
C 0.56424 -3.58599 0.66904 0.043 0.244 0.150
H 3.03480 1.95978 3.57005 -0.044 0.060 -0.038
H 3.80192 -4.02860 1.51955 0.075 0.026 -0.057
H 3.40728 -6.14007 0.39214 0.017 0.022 -0.001
H 1.20096 -6.64835 -0.61314 0.015 -0.008 0.015
H -0.61027 -4.95284 -0.46333 -0.060 0.001 0.024
H -0.22263 -2.85859 0.72737 -0.148 0.020 -0.069
O -2.82770 2.05197 0.12031 -0.260 -0.008 -0.148
C -2.07931 1.19222 0.14455 -0.043 0.375 -0.209
C 0.25488 4.52086 -4.76494 0.044 -0.114 0.300
Ge 0.47084 3.47230 -3.09711 -0.005 -0.040 -0.223
C -0.34862 4.43784 -1.58007 0.082 -0.177 -0.148
C 2.39712 3.23624 -2.74527 -0.239 -0.021 -0.023
Ge -0.57712 1.23146 -3.18793 -0.054 0.301 -0.098
C -0.15942 -0.03338 -4.64399 0.033 0.310 0.294
C 1.17274 -0.22173 -5.00847 -0.054 0.035 -0.003
C 1.51503 -1.15207 -5.97765 0.050 0.013 -0.024
C 0.52686 -1.92174 -6.57684 0.003 -0.020 0.030
C -0.80125 -1.74560 -6.21571 -0.012 -0.056 -0.051
C -1.14542 -0.79636 -5.26235 -0.001 0.049 0.012
C -2.54877 1.43188 -3.10363 0.433 -0.021 0.058
C -3.06347 2.70686 -3.32999 0.072 -0.006 0.030
C -4.42875 2.94486 -3.29015 -0.082 0.039 -0.007
C -5.30583 1.90051 -3.03685 -0.010 0.014 -0.025
C -4.81124 0.61926 -2.84310 -0.030 -0.047 0.017
C -3.44311 0.38890 -2.87731 -0.006 0.054 0.051
H 0.84944 5.43170 -4.67965 -0.014 0.021 -0.034
H -0.78499 4.80117 -4.93096 -0.009 -0.008 0.001
H 0.60428 3.95747 -5.62943 0.009 -0.025 0.012
H 0.14847 5.39868 -1.44131 0.042 -0.013 -0.009
H -0.23976 3.85465 -0.66430 0.026 0.004 0.003
H -1.40970 4.61992 -1.74612 0.000 -0.011 -0.006
H 2.86016 4.20676 -2.56390 -0.006 0.016 -0.014
H 2.89250 2.76651 -3.59528 0.001 0.009 -0.014
H 2.54472 2.60760 -1.86744 -0.006 0.003 0.001
H 1.94464 0.36475 -4.52036 0.055 -0.051 -0.031
H 2.55163 -1.28127 -6.26332 0.002 -0.014 0.016
H 0.79297 -2.66089 -7.32177 -0.004 0.012 -0.014
H -1.57033 -2.34970 -6.68142 -0.013 0.028 -0.007
H -2.18683 -0.64454 -5.00267 0.010 -0.049 -0.025
H -2.38504 3.52669 -3.53667 -0.069 0.036 0.017
H -4.81156 3.94509 -3.45048 0.020 -0.001 -0.020
H -6.37252 2.08284 -3.00185 0.006 0.004 0.005
H -5.49234 -0.20394 -2.66221 0.023 0.001 0.006
H -3.07186 -0.60956 -2.71673 0.019 -0.181 0.065
```
Forces are in eV/Å.

- E_HOMO (spin up / spin down) (eV) = -8.005 / -7.772
- spin multiplicity = 2
- Kohn-Sham gap (spin up / spin down) (eV) = 7.0 / 6.4
- energy above the lowest of the compared OMol25 structures with the same formula, charge and spin (eV) = 0.0000